Record 1
Here is a gas-phase ion, C19H32F2NO5 (charge +1) from the Open Molecules 2025 dataset. Energies are from ωB97M-V with the def2-TZVPD basis set.

E: -1373.6226 Eh
charge: +1

Last column: Löwdin charge in e.
Atoms and positions in Å:
C (-1.96, 2.83, -5.51)  -0.102
O (-0.56, 3.12, -5.49)  -0.186
C (0.21, 2.12, -4.85)  -0.240
C (-0.06, 2.02, -3.35)  -0.164
C (1.23, 1.84, -2.50)  -0.176
C (1.30, 0.52, -1.71)  -0.188
C (1.08, 0.68, -0.20)  -0.139
C (0.17, -0.37, 0.47)  -0.226
C (-0.29, 0.26, 1.82)  -0.248
C (-1.53, 1.15, 1.66)  -0.031
C (-1.64, 2.12, 2.82)  -0.436
O (-2.55, 2.11, 3.58)  0.192
O (-0.59, 3.01, 2.92)  0.082
C (0.35, 2.75, 3.92)  -0.481
C (1.76, 2.97, 3.48)  0.030
O (0.03, 2.40, 5.02)  0.165
C (-0.50, -0.78, 2.92)  -0.043
N (-1.12, -1.98, 2.27)  0.118
C (-0.11, -2.71, 1.41)  -0.151
C (-0.90, -3.53, 0.38)  -0.319
C (-2.15, -4.21, 0.93)  0.000
F (-0.04, -4.52, -0.10)  0.023
C (0.89, -1.69, 0.81)  -0.207
C (1.68, -2.31, -0.34)  -0.040
C (2.50, -3.46, 0.16)  -0.470
O (3.00, -3.52, 1.25)  0.173
F (2.66, -4.44, -0.72)  0.148
H (-2.36, 3.17, -6.46)  0.089
H (-2.46, 3.34, -4.69)  0.084
H (-2.13, 1.75, -5.44)  0.086
H (1.25, 2.41, -5.03)  0.119
H (0.06, 1.16, -5.35)  0.124
H (-0.75, 1.21, -3.12)  0.101
H (-0.53, 2.96, -3.05)  0.114
H (1.35, 2.70, -1.84)  0.110
H (2.08, 1.86, -3.18)  0.103
H (0.59, -0.19, -2.14)  0.108
H (2.28, 0.08, -1.88)  0.102
H (0.59, 1.65, -0.05)  0.112
H (2.02, 0.72, 0.35)  0.136
H (-0.71, -0.53, -0.16)  0.153
H (0.54, 0.88, 2.15)  0.130
H (-1.54, 1.68, 0.71)  0.141
H (-2.43, 0.55, 1.76)  0.132
H (2.38, 2.14, 3.82)  0.097
H (1.83, 3.05, 2.39)  0.081
H (2.13, 3.90, 3.89)  0.105
H (0.43, -1.09, 3.38)  0.151
H (-1.16, -0.43, 3.72)  0.150
H (-1.48, -2.60, 2.99)  0.183
H (-1.89, -1.64, 1.70)  0.171
H (0.44, -3.38, 2.07)  0.176
H (-1.17, -2.89, -0.47)  0.157
H (-1.98, -4.52, 1.97)  0.090
H (-3.03, -3.58, 0.86)  0.091
H (-2.30, -5.13, 0.37)  0.104
H (1.63, -1.43, 1.57)  0.154
H (2.41, -1.58, -0.71)  0.128
H (1.07, -2.61, -1.18)  0.133

Record 2
Here is C19H32FN3 in the gas phase from the Open Molecules 2025 dataset. Energies are from ωB97M-V with the def2-TZVPD basis set.

E: -1007.3097 Eh
charge: 0

Last column: Löwdin charge in e.
Atoms and positions in Å:
C (-2.29, -2.29, -0.55)  -0.094
N (-2.73, -1.80, 0.74)  -0.243
C (-2.23, -2.64, 1.81)  -0.101
C (-2.54, -0.37, 0.95)  -0.266
C (-1.18, 0.19, 0.46)  -0.173
N (-0.09, -0.49, 1.13)  -0.016
C (1.27, -0.22, 0.67)  -0.327
C (1.51, -0.83, -0.71)  -0.095
C (2.97, -0.68, -1.16)  -0.560
C (3.06, -0.98, -2.66)  -0.044
C (3.88, -1.68, -0.42)  -0.031
N (3.37, 0.71, -1.01)  0.046
C (3.11, 1.47, 0.20)  -0.564
C (3.32, 2.95, -0.17)  -0.045
C (4.06, 1.15, 1.37)  -0.032
C (1.65, 1.26, 0.62)  -0.093
C (-3.69, 0.41, 0.36)  -0.159
C (-3.75, 1.80, 0.47)  -0.050
C (-4.81, 2.52, -0.06)  -0.077
C (-5.84, 1.87, -0.71)  -0.020
C (-5.80, 0.50, -0.79)  -0.264
F (-6.81, -0.16, -1.39)  0.053
C (-4.75, -0.24, -0.27)  0.042
H (-2.62, -1.62, -1.34)  0.087
H (-1.20, -2.40, -0.61)  0.075
H (-2.74, -3.27, -0.72)  0.089
H (-2.63, -2.29, 2.76)  0.084
H (-1.13, -2.65, 1.86)  0.072
H (-2.58, -3.65, 1.64)  0.082
H (-2.58, -0.21, 2.04)  0.151
H (-1.09, 0.01, -0.62)  0.115
H (-1.17, 1.28, 0.62)  0.105
H (-0.15, -0.28, 2.13)  0.123
H (1.91, -0.73, 1.39)  0.135
H (1.24, -1.89, -0.70)  0.123
H (0.88, -0.32, -1.44)  0.119
H (2.51, -0.23, -3.22)  0.082
H (2.64, -1.96, -2.88)  0.082
H (4.10, -0.97, -2.99)  0.079
H (3.74, -1.65, 0.65)  0.060
H (3.66, -2.69, -0.76)  0.082
H (4.92, -1.47, -0.64)  0.084
H (4.33, 0.83, -1.30)  0.125
H (2.73, 3.19, -1.06)  0.082
H (3.00, 3.60, 0.64)  0.081
H (4.36, 3.14, -0.39)  0.079
H (3.86, 0.17, 1.81)  0.060
H (3.96, 1.90, 2.15)  0.081
H (5.10, 1.16, 1.03)  0.084
H (1.48, 1.73, 1.59)  0.129
H (1.01, 1.76, -0.12)  0.121
H (-2.96, 2.33, 0.98)  0.104
H (-4.82, 3.60, 0.04)  0.104
H (-6.68, 2.42, -1.13)  0.114
H (-4.77, -1.31, -0.33)  0.118

Record 3
Here is a molecular structure, C19H32IrN6O4S5Si2 from the Open Molecules 2025 dataset. Energies are from ωB97M-V with the def2-TZVPD basis set.

E: -4047.0725 Eh
charge: -1

Last column: Löwdin charge in e.
Atoms and positions in Å:
Ir (0.42, 0.18, 0.52)  0.611
S (2.69, -0.01, -0.05)  0.025
S (3.80, 0.20, 1.74)  -0.066
S (2.47, 1.15, 3.01)  -0.055
S (0.85, -0.07, 2.76)  0.093
C (-0.97, 2.90, 3.26)  -0.205
Si (-0.51, 3.44, 1.52)  0.391
C (0.50, 5.02, 1.67)  -0.185
C (-2.18, 3.93, 0.78)  -0.184
C (0.51, 2.29, 0.45)  -0.583
Si (0.41, 2.35, -1.40)  0.362
C (-0.05, 0.59, -2.03)  -0.233
C (-0.90, 3.39, -2.26)  -0.191
C (2.06, 2.81, -2.15)  -0.196
H (-1.43, 3.77, 3.75)  0.029
H (-0.13, 2.57, 3.87)  -0.006
H (-1.71, 2.10, 3.24)  0.016
H (-0.03, 5.78, 2.26)  0.025
H (0.71, 5.45, 0.69)  0.024
H (1.45, 4.82, 2.16)  0.027
H (-2.72, 4.52, 1.53)  0.033
H (-2.81, 3.07, 0.54)  0.011
H (-2.08, 4.55, -0.12)  0.009
H (1.55, 2.59, 0.66)  -0.022
H (-1.12, 0.44, -2.06)  0.024
H (0.45, -0.31, -1.61)  -0.017
H (0.32, 0.61, -3.06)  0.048
H (-1.91, 3.17, -1.91)  0.021
H (-0.86, 3.18, -3.33)  0.030
H (-0.73, 4.47, -2.13)  0.030
H (2.84, 2.15, -1.78)  -0.018
H (2.32, 3.83, -1.87)  0.031
H (2.04, 2.75, -3.25)  0.028
N (-1.57, 0.30, 0.95)  0.015
C (-2.69, 0.23, 1.19)  -0.159
C (-4.04, 0.03, 1.47)  -0.266
C (-4.40, -1.26, 1.92)  -0.235
N (-4.67, -2.33, 2.25)  0.141
C (-5.00, 1.05, 1.28)  -0.254
N (-5.79, 1.88, 1.13)  0.120
C (-6.24, -6.79, 2.45)  -0.116
C (-5.01, -5.91, 2.64)  -0.307
S (-3.80, -6.29, 1.41)  0.632
O (-4.32, -5.93, 0.11)  -0.315
O (-3.33, -7.64, 1.61)  -0.315
C (-2.47, -5.16, 1.78)  -0.205
C (-1.47, -5.20, 0.64)  -0.137
N (-0.52, -4.09, 0.74)  0.057
C (-0.75, -2.86, 0.25)  -0.288
N (0.28, -2.05, 0.49)  -0.049
C (1.22, -2.78, 1.15)  -0.085
C (0.74, -4.04, 1.32)  -0.125
N (1.34, -5.11, 2.04)  -0.337
O (2.51, -4.98, 2.34)  0.101
O (0.65, -6.08, 2.33)  0.067
C (-1.97, -2.50, -0.52)  0.024
H (-6.97, -6.56, 3.23)  0.076
H (-5.98, -7.85, 2.52)  0.075
H (-6.70, -6.60, 1.49)  0.078
H (-4.53, -6.08, 3.61)  0.108
H (-5.23, -4.85, 2.53)  0.070
H (-2.02, -5.48, 2.72)  0.113
H (-2.93, -4.18, 1.89)  0.077
H (-1.99, -5.11, -0.31)  0.114
H (-0.92, -6.13, 0.64)  0.124
H (2.16, -2.36, 1.47)  0.068
H (-2.13, -3.21, -1.33)  0.096
H (-1.86, -1.51, -0.93)  0.058
H (-2.86, -2.52, 0.12)  0.073

Record 4
Here is C19H32N2O5 in the gas phase from the Open Molecules 2025 dataset. Energies are from ωB97M-V with the def2-TZVPD basis set.

E: -1229.0144 Eh
charge: 0

Last column: Löwdin charge in e.
Atoms and positions in Å:
O (4.54, -2.58, 0.61)  0.083
C (4.38, -3.63, 0.03)  -0.549
O (3.62, -4.60, 0.50)  0.106
C (5.02, -3.96, -1.30)  -0.090
C (4.74, -2.86, -2.33)  -0.188
C (3.43, -3.05, -3.10)  -0.202
C (2.17, -3.21, -2.24)  -0.199
C (1.86, -1.98, -1.39)  -0.177
C (0.61, -2.21, -0.52)  -0.115
C (0.66, -1.43, 0.80)  -0.173
C (1.80, -1.96, 1.66)  -0.409
O (1.95, -3.10, 2.05)  0.078
N (2.62, -0.91, 1.89)  0.228
C (2.18, 0.27, 1.27)  -0.484
O (2.74, 1.33, 1.31)  0.104
N (1.02, -0.04, 0.65)  -0.012
C (0.22, 0.93, -0.06)  -0.123
C (-0.95, 1.45, 0.78)  -0.107
C (-1.88, 2.31, -0.09)  -0.368
O (-2.48, 1.53, -1.10)  -0.019
C (-2.92, 3.09, 0.75)  -0.282
C (-3.69, 4.06, -0.15)  -0.165
C (-4.69, 4.88, 0.65)  -0.202
C (-5.66, 3.98, 1.40)  -0.209
C (-4.89, 3.02, 2.30)  -0.200
C (-3.90, 2.19, 1.49)  -0.165
H (3.13, -4.30, 1.30)  0.100
H (6.10, -4.01, -1.12)  0.127
H (4.67, -4.93, -1.64)  0.122
H (4.73, -1.89, -1.81)  0.110
H (5.55, -2.83, -3.05)  0.110
H (3.52, -3.95, -3.72)  0.111
H (3.30, -2.20, -3.77)  0.111
H (2.28, -4.07, -1.60)  0.103
H (1.33, -3.40, -2.91)  0.118
H (1.71, -1.11, -2.03)  0.124
H (2.71, -1.77, -0.74)  0.095
H (0.55, -3.27, -0.25)  0.122
H (-0.29, -1.95, -1.07)  0.117
H (-0.29, -1.55, 1.33)  0.163
H (3.54, -1.00, 2.31)  0.169
H (0.88, 1.75, -0.32)  0.136
H (-0.17, 0.48, -0.97)  0.124
H (-0.57, 2.03, 1.62)  0.130
H (-1.51, 0.60, 1.18)  0.111
H (-1.27, 3.03, -0.63)  0.153
H (-3.08, 0.90, -0.68)  0.091
H (-2.36, 3.68, 1.49)  0.151
H (-2.99, 4.72, -0.66)  0.118
H (-4.21, 3.48, -0.92)  0.121
H (-5.24, 5.55, -0.02)  0.108
H (-4.15, 5.50, 1.37)  0.114
H (-6.35, 4.58, 1.99)  0.107
H (-6.25, 3.40, 0.68)  0.114
H (-5.59, 2.36, 2.82)  0.109
H (-4.35, 3.59, 3.05)  0.116
H (-3.37, 1.51, 2.16)  0.111
H (-4.47, 1.59, 0.77)  0.119